Record 1
{
  "formula": "C35H27Cl3HgN2O3PS",
  "method": "the ωB97M-V functional and the def2-TZVPD basis",
  "homo_lumo_gap_ev": [7.45, 6.86],
  "e_above_lowest_kcal_mol": 8.8,
  "spin_multiplicity": 2,
  "e_homo_ev": [-7.1, -8.2],
  "symbols": ["Hg", "O", "C", "O", "C", "C", "C", "C", "C", "C", "P", "C", "C", "C", "C", "C", "C", "C", "C", "C", "C", "C", "C", "H", "H", "H", "H", "H", "H", "H", "H", "H", "H", "H", "H", "H", "H", "Cl", "C", "C", "C", "C", "C", "C", "N", "C", "C", "N", "C", "O", "C", "C", "C", "Cl", "S", "C", "C", "C", "Cl", "C", "H", "H", "H", "H", "H", "H", "H", "H", "H", "H", "H", "H", "H"],
  "positions_angstrom": [[-3.2551, -1.2928, -2.7454], [-2.4701, -4.8620, -3.7195], [-2.0419, -4.1900, -2.7959], [-1.5416, -3.0033, -2.8432], [-2.0710, -4.7523, -1.3842], [-2.0921, -6.1302, -1.2055], [-2.0846, -6.6766, 0.0656], [-2.0768, -5.8400, 1.1749], [-2.0829, -4.4655, 1.0064], [-2.0771, -3.9074, -0.2737], [-2.0062, -2.0954, -0.5141], [-0.2121, -1.7461, -0.4238], [0.4816, -1.3177, -1.5532], [1.8584, -1.1447, -1.5042], [2.5564, -1.4091, -0.3340], [1.8721, -1.8404, 0.7938], [0.4943, -2.0011, 0.7504], [-2.6575, -1.4093, 1.0464], [-2.0921, -0.2978, 1.6633], [-2.7318, 0.3268, 2.7262], [-3.9498, -0.1500, 3.1822], [-4.5342, -1.2503, 2.5640], [-3.8998, -1.8663, 1.4992], [-2.1161, -6.7499, -2.0922], [-2.0866, -7.7513, 0.1957], [-2.0705, -6.2564, 2.1743], [-2.0935, -3.8270, 1.8800], [-0.0505, -1.1701, -2.4804], [2.3907, -0.8285, -2.3921], [3.6327, -1.2910, -0.3031], [2.4132, -2.0688, 1.7040], [-0.0324, -2.3492, 1.6312], [-1.1461, 0.0954, 1.3120], [-2.2710, 1.1880, 3.1940], [-4.4485, 0.3362, 4.0107], [-5.4904, -1.6228, 2.9079], [-4.3711, -2.7133, 1.0138], [7.1263, 5.3367, -1.8970], [5.5852, 4.5756, -1.6772], [4.7935, 4.9215, -0.5955], [3.5648, 4.3023, -0.4339], [3.1115, 3.3436, -1.3323], [1.7599, 2.6932, -1.1464], [0.7000, 3.3093, -2.0598], [-0.5271, 2.5390, -1.9885], [-1.4317, 2.5406, -0.9532], [-2.3231, 1.5521, -1.2396], [-1.9847, 0.9506, -2.4272], [-0.9057, 1.5652, -2.8480], [1.2933, 2.8579, 0.1766], [1.4228, 1.6990, 0.9701], [0.8604, 1.9124, 2.3429], [0.1975, 2.9845, 2.8591], [-0.2307, 4.4843, 2.1319], [-0.2816, 2.7430, 4.4971], [0.4480, 1.1966, 4.5248], [0.9952, 0.8811, 3.3257], [3.9348, 3.0239, -2.4064], [3.4308, 1.8303, -3.5735], [5.1673, 3.6252, -2.5932], [5.1376, 5.6646, 0.1097], [2.9361, 4.5539, 0.4100], [1.8389, 1.6264, -1.3847], [1.0413, 3.3249, -3.0937], [0.5072, 4.3331, -1.7376], [-1.3484, 3.2271, -0.1297], [-3.1831, 1.2393, -0.6700], [-0.3526, 1.3355, -3.7451], [2.4772, 1.4078, 1.0575], [0.8993, 0.8579, 0.4920], [0.4173, 0.5946, 5.4180], [1.4884, -0.0582, 3.1206], [5.7880, 3.3555, -3.4351]],
  "forces_ev_per_angstrom": [[-0.079, 0.041, 0.037], [-0.011, 0.008, -0.014], [0.137, -0.024, 0.036], [0.021, -0.001, -0.045], [-0.035, -0.018, -0.026], [-0.034, -0.001, -0.018], [0.005, 0.019, 0.000], [-0.004, -0.005, 0.007], [-0.028, 0.015, -0.009], [0.053, 0.036, 0.056], [0.085, -0.151, 0.001], [-0.012, 0.045, -0.106], [-0.025, -0.024, 0.056], [0.044, -0.010, 0.024], [0.005, 0.014, -0.031], [-0.046, -0.002, 0.021], [0.030, -0.027, 0.018], [-0.147, -0.014, -0.040], [0.068, 0.018, 0.022], [0.026, 0.007, -0.005], [-0.037, -0.025, -0.005], [0.014, 0.034, 0.024], [0.041, 0.020, 0.004], [0.001, -0.003, 0.004], [-0.001, 0.001, 0.001], [0.002, -0.004, -0.003], [-0.008, 0.018, 0.013], [-0.020, -0.004, -0.012], [0.011, 0.004, -0.011], [-0.002, -0.003, -0.013], [0.000, -0.002, 0.003], [0.007, 0.000, 0.007], [-0.021, -0.005, 0.012], [-0.009, -0.008, -0.005], [-0.002, -0.002, 0.003], [-0.003, -0.001, 0.001], [-0.003, -0.003, -0.003], [0.006, 0.004, 0.003], [-0.022, -0.022, -0.018], [0.003, 0.003, 0.007], [0.003, 0.017, 0.012], [-0.011, -0.007, -0.033], [-0.004, -0.030, 0.032], [0.034, -0.051, 0.037], [-0.006, 0.087, -0.055], [0.005, -0.048, 0.007], [-0.025, 0.059, -0.007], [-0.018, 0.011, -0.075], [0.026, -0.053, 0.099], [-0.024, 0.000, -0.020], [-0.036, -0.016, -0.006], [0.056, 0.020, -0.018], [-0.111, -0.081, 0.004], [-0.006, 0.019, 0.003], [0.157, 0.085, 0.046], [-0.097, -0.041, -0.049], [0.007, 0.035, 0.046], [0.019, 0.022, -0.009], [-0.006, 0.002, 0.006], [0.017, 0.006, 0.002], [-0.001, 0.001, 0.001], [0.003, 0.002, -0.001], [-0.031, 0.005, -0.009], [0.005, 0.003, 0.006], [-0.014, 0.003, -0.009], [0.006, -0.003, 0.015], [-0.003, 0.010, -0.006], [-0.009, 0.020, -0.023], [0.025, 0.000, 0.001], [0.013, 0.011, 0.008], [-0.011, -0.006, -0.001], [0.024, -0.011, -0.002], [0.004, 0.001, 0.001]]
}

***

Record 2
{
  "formula": "C35H27Cl5N6O3PtS",
  "method": "the ωB97M-V functional and the def2-TZVPD basis",
  "homo_lumo_gap_ev": 4.67,
  "total_charge": 2,
  "e_above_lowest_kcal_mol": 30.5,
  "spin_multiplicity": 1,
  "e_homo_ev": -12.3,
  "symbols": ["Pt", "O", "C", "C", "C", "C", "C", "C", "N", "H", "H", "H", "H", "H", "H", "H", "C", "O", "C", "C", "C", "C", "C", "C", "N", "N", "C", "C", "C", "C", "O", "C", "N", "C", "C", "C", "C", "H", "H", "H", "H", "H", "H", "H", "H", "H", "H", "H", "H", "Cl", "C", "C", "C", "Cl", "C", "Cl", "C", "Cl", "C", "Cl", "N", "C", "S", "N", "C", "C", "C", "C", "C", "C", "H", "H", "H", "H", "H", "H", "H", "H"],
  "positions_angstrom": [[2.0783, 0.3514, 1.0714], [2.1943, -0.0973, 3.7439], [3.5730, -0.3101, 3.9898], [4.2370, -0.9955, 2.8178], [5.4041, -1.7082, 3.0686], [6.0611, -2.3515, 2.0409], [5.5149, -2.2835, 0.7666], [4.3646, -1.5496, 0.5820], [3.7367, -0.9015, 1.5797], [1.8530, 0.5583, 4.3604], [3.7091, -0.9523, 4.8644], [4.1043, 0.6286, 4.1775], [5.7787, -1.7555, 4.0831], [6.9722, -2.9035, 2.2282], [5.9691, -2.7819, -0.0777], [3.9108, -1.4730, -0.3934], [-8.7400, -0.4861, -1.3617], [-8.8893, -1.1878, -0.1059], [-7.8604, -1.6564, 0.5146], [-6.5284, -1.5884, 0.0055], [-5.5124, -2.1105, 0.7313], [-5.7798, -2.7226, 1.9989], [-7.1272, -2.8187, 2.4754], [-8.1383, -2.2837, 1.7594], [-4.8765, -3.3289, 2.7443], [-3.6344, -3.2509, 2.5681], [-2.8354, -2.2594, 2.4183], [-3.1769, -0.9138, 2.8938], [-2.2795, 0.0650, 2.8864], [-0.9043, -0.1552, 2.3771], [-0.0643, 0.7013, 2.4543], [-0.5723, -1.4999, 1.8067], [0.6448, -1.6424, 1.2945], [1.0381, -2.8664, 0.9679], [0.2258, -3.9908, 1.1038], [-1.0591, -3.8302, 1.5706], [-1.4779, -2.5485, 1.9263], [-9.7292, -0.1171, -1.6040], [-8.4007, -1.1695, -2.1381], [-8.0516, 0.3495, -1.2521], [-6.3303, -1.1450, -0.9583], [-4.5049, -2.0772, 0.3391], [-7.3027, -3.3060, 3.4253], [-9.1641, -2.3260, 2.0979], [-4.1680, -0.7395, 3.2924], [-2.5123, 1.0466, 3.2779], [2.0345, -2.9605, 0.5523], [0.6115, -4.9660, 0.8408], [-1.7261, -4.6741, 1.6936], [4.1468, 2.8852, 1.5168], [4.1143, 2.1977, -0.0717], [3.2656, 1.1019, -0.3543], [3.2849, 0.6142, -1.6547], [2.2023, -0.6869, -2.0750], [4.1374, 1.1256, -2.6319], [4.1814, 0.4242, -4.1983], [4.9496, 2.2100, -2.3308], [5.9741, 2.8789, -3.5354], [4.9286, 2.7632, -1.0507], [5.9039, 4.1257, -0.6884], [1.1437, 4.2647, -0.9776], [0.8626, 2.9748, -1.1244], [0.4944, 2.0805, 0.3187], [0.7650, 2.4261, -2.3251], [1.0186, 2.9873, -3.6125], [1.9801, 3.9656, -3.8313], [2.2039, 4.4205, -5.1239], [1.4862, 3.9005, -6.1889], [0.5408, 2.9107, -5.9622], [0.3053, 2.4538, -4.6771], [1.1235, 4.6391, -0.0441], [1.1132, 4.9035, -1.7577], [0.4184, 1.4804, -2.3166], [2.6058, 4.3328, -3.0299], [2.9607, 5.1744, -5.2936], [1.6700, 4.2566, -7.1932], [-0.0170, 2.4915, -6.7888], [-0.4335, 1.6816, -4.4968]],
  "forces_ev_per_angstrom": [[1.072, 0.982, -2.419], [0.147, -0.216, 0.048], [-0.032, -0.003, -0.076], [-0.014, -0.011, 0.129], [-0.018, -0.027, 0.068], [-0.011, 0.018, -0.044], [-0.010, 0.031, 0.025], [0.028, -0.074, -0.022], [-0.582, 0.228, 0.300], [0.070, 0.069, -0.053], [0.026, 0.038, 0.005], [-0.076, 0.064, -0.044], [0.003, -0.002, -0.019], [-0.009, -0.002, 0.000], [0.007, 0.007, 0.009], [0.026, -0.004, 0.015], [-0.068, 0.041, -0.117], [-0.281, 0.293, -0.354], [0.269, -0.213, 0.247], [-0.020, 0.113, -0.040], [-0.010, 0.096, 0.138], [-0.084, -0.440, -0.528], [0.002, -0.118, -0.081], [-0.085, 0.056, 0.020], [0.077, 0.545, 1.414], [-0.344, -0.370, -1.247], [0.531, 0.048, 0.530], [-0.221, -0.171, 0.023], [0.264, 0.038, -0.109], [-0.445, -0.283, -0.102], [-0.021, 0.177, 0.717], [-0.163, -0.103, 0.129], [-0.270, -0.264, 0.672], [-0.042, 0.070, -0.323], [0.067, 0.032, -0.045], [-0.103, -0.021, 0.074], [-0.054, 0.179, 0.001], [-0.027, -0.026, 0.032], [0.001, -0.054, 0.044], [-0.003, -0.003, 0.069], [-0.053, -0.001, -0.007], [0.021, -0.115, -0.001], [0.052, -0.051, -0.028], [-0.010, 0.048, -0.036], [-0.025, -0.112, 0.003], [0.087, 0.040, -0.051], [0.023, 0.037, 0.064], [-0.024, 0.008, -0.003], [0.021, 0.001, -0.029], [-0.111, -0.141, -0.023], [-0.250, -0.430, -0.287], [0.215, 0.731, 0.869], [0.003, -0.015, 0.184], [-0.018, 0.025, -0.080], [-0.113, -0.110, -0.131], [-0.047, 0.052, -0.042], [0.133, 0.127, -0.124], [-0.031, -0.010, -0.006], [-0.063, -0.070, 0.156], [0.035, 0.020, -0.051], [-0.141, -0.037, -0.088], [0.312, 0.042, 0.154], [-0.012, -0.486, 0.424], [0.046, 0.003, -0.009], [0.046, -0.025, 0.037], [0.142, -0.067, -0.039], [0.001, -0.001, 0.008], [0.009, 0.028, -0.013], [-0.025, -0.024, -0.009], [-0.075, 0.015, -0.037], [0.081, -0.017, 0.062], [0.018, 0.011, -0.015], [0.104, -0.176, 0.023], [0.033, -0.016, 0.031], [-0.001, -0.004, 0.000], [0.000, 0.000, 0.007], [0.008, 0.003, 0.007], [0.009, 0.000, -0.005]]
}

***

| no. | calculated total energy (eV) |
| --- | --- |
| 1 | -107722.154 |
| 2 | -128495.355 |